(1)
C3H6N2OS | wB97M-V/def2-TZVPD

Values from the calculation:
* HOMO level: -9.20 eV
* energy relative to the best compared isomer or geometry (same formula, charge and spin): 51.2 kcal per mole
* lowest unoccupied orbital energy: 0.636 eV
* 2S+1: 1
* SMILES: [H]/N=C/N(C)SC=O

Each line ends with the Mulliken charge.
Geometry (Å):
C  -0.228  1.939  -0.065  -0.816
C  1.527  -0.657  0.418  0.090
C  -1.557  -0.064  0.412  0.120
H  0.157  2.378  -0.976  0.275
H  0.555  2.162  0.650  0.294
H  -1.147  2.486  0.229  0.373
H  2.286  -1.467  0.309  0.320
H  -2.078  0.644  1.097  0.315
H  -2.629  -1.543  0.882  0.250
N  -0.589  0.567  -0.389  -0.151
N  -1.895  -1.274  0.217  -0.585
O  1.420  0.001  1.431  -0.448
S  0.652  -0.440  -1.064  -0.038

(2)
C28H39N10NaO4 | wB97M-V/def2-TZVPD

Values from the calculation:
* HOMO level (alpha / beta): -1.19 / 0.13 eV
* energy relative to the best compared isomer or geometry (same formula, charge and spin): 12.7 kcal per mole
* lowest unoccupied orbital energy (alpha / beta): 3.819 / 3.819 eV
* 2S+1: 1
* net charge: -2

Each line ends with the Mulliken charge.
Geometry (Å):
Na  1.267  -0.082  0.466  0.608
O  4.172  -2.809  0.813  -0.773
C  3.553  -1.754  0.973  -0.134
N  2.550  -1.437  1.788  0.009
C  2.357  -2.103  2.964  -0.329
O  3.210  -2.737  3.590  -0.755
C  1.031  -1.861  3.611  0.514
C  0.996  -1.828  4.990  -0.482
C  -0.117  -1.423  5.722  -0.953
C  -1.252  -0.990  4.966  -0.709
C  -1.234  -1.057  3.613  -0.739
N  -0.153  -1.540  2.907  1.460
C  3.951  -0.612  0.015  0.767
C  4.707  -0.943  -1.110  -0.577
C  5.091  0.058  -1.979  -0.350
C  4.713  1.367  -1.709  -0.661
C  3.965  1.606  -0.571  -0.146
N  3.599  0.647  0.283  -0.225
H  1.923  -2.109  5.474  0.469
H  -0.095  -1.373  6.802  0.339
H  -2.142  -0.594  5.441  0.427
H  -2.064  -0.747  2.995  0.555
H  4.956  -1.984  -1.255  0.472
H  5.666  -0.177  -2.868  0.371
H  4.954  2.184  -2.377  0.363
H  3.612  2.607  -0.346  0.424
N  -2.561  0.601  0.857  -0.223
C  -2.652  2.051  0.666  -0.576
C  -1.401  2.754  1.167  -0.033
C  -1.094  2.589  2.657  -0.239
C  0.403  2.729  2.907  -1.042
N  1.083  1.531  2.436  -0.061
H  -1.593  0.282  0.818  -0.430
H  -3.045  0.099  0.123  0.326
H  -3.529  2.425  1.213  0.427
H  -2.793  2.319  -0.388  0.192
H  -1.486  3.822  0.931  0.564
H  -0.552  2.378  0.589  -0.360
H  -1.418  1.608  3.014  0.048
H  -1.641  3.333  3.250  0.387
H  0.607  2.955  3.964  0.461
H  0.771  3.578  2.320  0.334
H  0.998  0.767  3.100  -0.145
H  2.075  1.664  2.271  0.200
N  1.137  -1.067  -1.935  0.112
C  1.231  0.141  -2.758  0.678
C  0.387  0.135  -4.045  -1.165
C  -1.076  -0.319  -3.953  -0.877
C  -2.011  0.373  -2.951  0.174
N  -1.946  1.829  -2.883  0.216
C  -1.759  2.566  -4.057  -0.023
N  -0.971  3.711  -3.883  -0.673
N  -2.866  2.796  -4.935  -0.683
C  0.894  1.393  -1.924  0.504
O  1.231  2.493  -2.412  -0.988
O  0.258  1.204  -0.858  -0.225
H  1.152  -1.900  -2.514  0.363
H  0.243  -1.068  -1.453  -0.736
H  2.276  0.268  -3.056  0.366
H  0.875  -0.526  -4.773  0.495
H  0.436  1.141  -4.469  0.319
H  -1.121  -1.392  -3.731  0.508
H  -1.499  -0.204  -4.957  0.379
H  -1.813  0.027  -1.937  -0.676
H  -3.035  0.051  -3.184  0.471
H  -1.329  2.124  -2.136  -0.333
H  -0.147  3.514  -3.312  0.464
H  -0.702  4.115  -4.771  0.239
H  -3.449  1.969  -4.961  0.312
H  -3.443  3.545  -4.533  0.301
N  -0.309  -1.672  1.495  -0.038
C  -1.147  -2.687  1.201  -0.074
C  -1.622  -2.804  -0.140  0.338
C  -2.462  -3.820  -0.541  -0.743
C  -2.908  -4.793  0.355  -0.612
C  -2.473  -4.691  1.674  -0.670
C  -1.630  -3.681  2.101  -0.636
H  -1.326  -2.045  -0.854  -0.139
H  -2.787  -3.847  -1.577  0.344
H  -3.571  -5.589  0.038  0.336
H  -2.799  -5.430  2.401  0.335
H  -1.313  -3.655  3.135  0.263

(3)
C4H5NO | wB97M-V/def2-TZVPD

Values from the calculation:
* HOMO level: -8.71 eV
* energy relative to the best compared isomer or geometry (same formula, charge and spin): 76.3 kcal per mole
* lowest unoccupied orbital energy: 0.933 eV
* 2S+1: 1
* SMILES: Nc1ccco1

Each line ends with the Mulliken charge.
Geometry (Å):
N  1.908  0.200  0.028  -0.416
C  0.527  -0.089  -0.030  0.385
C  -0.233  0.968  0.255  -0.369
C  -1.598  0.400  0.129  -0.579
C  -1.428  -0.915  -0.209  -0.234
O  -0.106  -1.248  -0.317  -0.392
H  2.427  -0.177  0.801  0.229
H  2.404  0.261  -0.843  0.229
H  0.917  1.485  0.380  0.404
H  -2.587  0.835  0.256  0.339
H  -2.110  -1.738  -0.405  0.404

(4)
C10H14NO | wB97M-V/def2-TZVPD

Values from the calculation:
* HOMO level: -12.15 eV
* energy relative to the best compared isomer or geometry (same formula, charge and spin): 150.5 kcal per mole
* lowest unoccupied orbital energy: -5.685 eV
* 2S+1: 1
* net charge: +1

Each line ends with the Mulliken charge.
Geometry (Å):
C  2.530  -0.635  1.744  -0.284
C  1.373  0.058  1.547  -0.712
C  3.447  -0.929  0.677  -0.668
C  1.108  0.752  0.263  0.479
C  3.098  -0.381  -0.526  -0.378
C  1.966  0.459  -0.877  0.591
C  -3.216  0.327  1.081  -1.544
C  -2.573  -1.168  -0.963  -1.040
C  1.774  1.111  -2.078  -1.100
C  -2.525  0.252  -0.310  0.486
N  -1.265  0.865  -0.089  -0.310
O  -0.282  0.152  -0.089  0.331
H  2.736  -1.038  2.686  0.467
H  0.584  0.499  2.331  0.234
H  4.262  -1.623  0.675  0.429
H  0.947  1.802  0.342  0.425
H  3.756  -0.644  -1.320  0.326
H  -2.747  -0.428  1.659  0.461
H  -3.292  1.266  1.533  0.409
H  -4.165  -0.022  0.895  0.456
H  -1.685  -1.666  -0.774  0.381
H  -2.864  -1.055  -2.039  0.290
H  -3.360  -1.611  -0.303  0.344
H  0.960  1.784  -2.087  0.323
H  2.380  0.874  -2.976  0.312
H  -2.948  1.000  -1.000  0.293

(5)
C4H13N3O | wB97M-V/def2-TZVPD

Values from the calculation:
* HOMO level: -8.85 eV
* energy relative to the best compared isomer or geometry (same formula, charge and spin): 31.6 kcal per mole
* lowest unoccupied orbital energy: 0.774 eV
* 2S+1: 1
* SMILES: NCC(N)=O.CCN

Each line ends with the Mulliken charge.
Geometry (Å):
C  -0.051  0.717  2.089  -0.442
C  0.244  1.209  0.670  0.392
N  1.583  1.167  0.380  -0.360
N  0.736  -0.477  2.385  -0.580
O  -0.518  2.016  0.102  -0.734
H  1.880  1.464  -0.536  0.272
H  2.129  0.456  0.844  0.261
H  0.392  -1.272  1.855  0.188
H  0.672  -0.713  3.367  0.240
H  0.253  1.510  2.779  0.396
H  -1.139  0.594  2.177  0.249
C  -0.999  -0.706  -1.238  0.372
C  -0.018  -1.603  -1.972  -1.236
N  -1.316  0.490  -1.924  -0.769
H  -0.466  1.002  -2.150  0.312
H  -1.681  1.188  -1.174  0.374
H  -1.918  -1.242  -0.974  0.347
H  -0.462  -0.345  -0.205  -0.248
H  0.152  -2.521  -1.423  0.350
H  0.936  -1.090  -2.096  0.268
H  -0.409  -1.844  -2.958  0.346

(6)
C6H17N2O9SZr | wB97M-V/def2-TZVPD

Values from the calculation:
* HOMO level: -4.35 eV
* lowest unoccupied orbital energy: 2.449 eV
* 2S+1: 1
* net charge: -1

Each line ends with the Mulliken charge.
Geometry (Å):
Zr  -0.117  -0.078  -0.069  2.197
O  1.375  1.313  -0.278  -0.765
H  2.007  1.847  -0.799  0.144
O  0.011  -0.270  2.084  -0.718
H  0.216  0.534  2.601  0.102
O  -0.355  -0.150  -2.126  -0.922
H  -0.973  0.192  -2.801  0.137
S  -1.663  -2.370  0.684  1.016
O  -2.420  -3.385  0.009  -0.670
O  -1.959  -0.998  0.411  -0.516
O  -1.564  -2.481  2.149  -0.668
O  -0.319  -2.143  0.141  -0.395
C  -1.569  2.845  0.407  0.255
O  -1.391  1.689  -0.014  -0.679
N  -2.652  3.128  1.155  0.151
C  -2.984  4.466  1.517  -0.916
C  -3.636  2.114  1.586  -0.837
H  -0.875  3.698  0.360  0.289
H  -2.972  4.343  2.600  0.364
H  -3.971  4.817  1.217  0.289
H  -2.301  5.277  1.264  0.309
H  -3.472  1.046  1.445  0.221
H  -3.563  2.047  2.671  0.329
H  -4.617  2.522  1.342  0.298
C  3.147  -1.482  -0.347  -0.037
O  2.050  -1.155  0.164  -0.537
N  3.284  -2.440  -1.236  0.157
C  2.158  -2.966  -1.997  -0.749
C  4.578  -2.786  -1.852  -1.145
H  4.083  -1.035  0.022  0.358
H  2.562  -3.163  -2.990  0.390
H  1.280  -2.327  -2.089  0.149
H  1.808  -3.819  -1.416  0.249
H  4.862  -2.259  -2.763  0.319
H  5.336  -2.703  -1.073  0.414
H  4.617  -3.868  -1.982  0.413

(7)
C21H20FN3O5S | wB97M-V/def2-TZVPD

Values from the calculation:
* HOMO level: -7.94 eV
* energy relative to the best compared isomer or geometry (same formula, charge and spin): 0.0 kcal per mole
* lowest unoccupied orbital energy: 0.339 eV
* 2S+1: 1
* SMILES: COC(=O)CN1C(=S)N(c2ccc(F)cc2)C(=O)[C@H]1CC(=O)Nc1ccc(OC)cc1

Each line ends with the Mulliken charge.
Geometry (Å):
C  2.359  3.549  3.727  -0.619
H  1.709  3.324  4.573  0.299
H  2.902  2.646  3.440  0.261
H  3.053  4.348  3.972  0.240
O  1.590  4.016  2.620  -0.320
C  0.520  3.304  2.300  0.801
O  0.138  2.327  2.887  -0.592
C  -0.159  3.882  1.063  -0.778
N  -0.756  2.844  0.270  0.144
C  -2.003  2.909  -0.239  0.193
S  -2.997  4.204  -0.177  -0.360
N  -2.269  1.699  -0.876  0.286
C  -1.211  0.841  -0.775  0.647
O  -1.118  -0.257  -1.273  -0.686
C  -0.164  1.542  0.074  -0.322
C  1.221  1.579  -0.594  -1.209
H  1.722  2.516  -0.349  0.379
H  1.124  1.510  -1.680  0.438
C  2.113  0.442  -0.077  0.713
O  3.133  0.677  0.535  -0.674
N  1.616  -0.776  -0.373  0.036
C  2.135  -2.038  -0.048  0.221
C  3.346  -2.221  0.615  -0.175
C  3.791  -3.495  0.893  -0.729
C  3.046  -4.615  0.522  0.794
C  1.837  -4.431  -0.139  -0.367
C  1.390  -3.152  -0.418  -0.966
H  0.448  -3.016  -0.929  0.386
H  1.232  -5.270  -0.443  0.374
O  3.584  -5.824  0.848  -0.448
C  2.880  -6.989  0.496  -0.835
H  3.487  -7.820  0.851  0.237
H  1.898  -7.028  0.979  0.330
H  2.754  -7.072  -0.589  0.333
H  4.727  -3.650  1.406  0.413
H  3.931  -1.365  0.907  0.525
H  0.720  -0.812  -0.855  0.035
H  -0.085  1.024  1.043  0.437
C  -3.470  1.405  -1.570  0.070
C  -3.403  0.890  -2.858  -0.315
C  -4.568  0.591  -3.539  -0.675
C  -5.782  0.824  -2.918  0.359
C  -5.864  1.336  -1.635  -0.708
C  -4.696  1.621  -0.954  -0.303
H  -4.736  2.014  0.049  0.478
H  -6.828  1.501  -1.181  0.427
F  -6.918  0.540  -3.581  -0.323
H  -4.543  0.188  -4.538  0.421
H  -2.445  0.718  -3.322  0.401
H  0.572  4.461  0.489  0.234
H  -0.965  4.560  1.372  0.490

(8)
C9H25N3O5 | wB97M-V/def2-TZVPD

Values from the calculation:
* HOMO level: -8.78 eV
* energy relative to the best compared isomer or geometry (same formula, charge and spin): 0.0 kcal per mole
* lowest unoccupied orbital energy: 0.395 eV
* 2S+1: 1
* SMILES: COCCNCCOC.NC(N)=O.OCCO

Each line ends with the Mulliken charge.
Geometry (Å):
C  -0.932  6.614  0.992  0.661
O  -1.570  7.254  0.168  -0.685
N  -1.204  5.402  1.179  -0.386
N  0.066  7.040  1.654  -0.390
H  -1.681  4.943  0.416  0.223
H  -0.682  4.816  1.815  0.164
H  0.353  7.995  1.495  0.237
H  0.636  6.288  2.015  0.178
C  0.851  -6.189  -5.111  -0.819
O  0.624  -4.803  -4.750  -0.302
C  1.722  -3.926  -4.875  -0.615
C  1.435  -2.723  -4.079  -0.578
N  0.264  -2.077  -4.573  -0.429
C  -0.057  -0.883  -3.722  -0.639
C  -0.676  -1.268  -2.417  -0.463
O  -2.001  -0.665  -2.267  -0.395
C  -2.821  -1.376  -1.401  -0.758
H  1.834  -6.621  -4.920  0.295
H  0.662  -6.259  -6.182  0.309
H  0.020  -6.836  -4.831  0.279
H  1.979  -3.718  -5.914  0.359
H  2.591  -4.470  -4.505  0.409
H  2.342  -2.167  -3.845  0.413
H  1.080  -3.181  -3.155  0.293
H  -0.481  -2.746  -4.445  0.291
H  -0.840  -0.394  -4.301  0.403
H  0.799  -0.209  -3.681  0.334
H  -0.162  -1.026  -1.487  0.369
H  -0.912  -2.321  -2.268  0.377
H  -3.135  -2.280  -1.923  0.300
H  -3.774  -0.913  -1.147  0.254
H  -2.293  -1.613  -0.477  0.313
C  0.876  1.389  8.008  -0.430
C  0.559  2.686  7.234  -0.241
O  0.460  2.391  5.860  -0.519
O  0.572  1.511  9.353  -0.518
H  1.936  1.145  7.944  0.230
H  0.279  0.538  7.680  0.350
H  1.263  3.469  7.513  0.275
H  -0.467  2.977  7.459  0.260
H  -0.020  1.568  5.744  0.287
H  0.505  0.638  9.747  0.305

For each record above, in turn, the calculated strongest force on any atom values are 1.77; 0.93; 4.04; 3.54; 3.57; 9.12; 0.74; 7.94 eV/A.